C19H30BaN5O5S5Sb | wB97M-V/def2-TZVPD

```
! RIJCOSX wB97M-V def2-TZVPD def2/J DEFGRID3
* xyz -2 1
Ba 1.08437 0.19135 1.64524
O 4.14980 -0.00633 1.46494
C 4.53038 -0.61935 0.21098
C 3.41796 -0.89056 -0.81769
N 2.31121 -1.77115 -0.26829
C 1.38504 -2.15307 -1.43501
C 0.26995 -1.12334 -1.74652
O -0.70705 -1.49001 -2.49185
O 0.35174 0.00099 -1.13299
C 2.87740 -2.96338 0.43179
C 2.78726 -2.93157 1.95733
O 3.26592 -3.98103 2.47364
O 2.36308 -1.91695 2.59238
H 4.02961 -0.76174 2.02093
H 5.15010 -1.54571 0.32366
H 5.21751 0.08637 -0.24519
H 3.98508 -1.56342 -1.55789
H 3.00589 -0.03098 -1.42594
H 0.90923 -3.13573 -1.24507
H 2.03019 -2.25973 -2.35169
H 3.88893 -3.23412 0.04613
H 2.31677 -3.84411 0.16103
S -3.75119 -0.58901 3.10170
C -2.13428 -0.78699 2.86902
S -1.05425 -1.95057 2.99623
S -2.14256 0.76148 2.07445
N -1.07062 0.55350 5.61292
C -0.73252 1.72537 5.07829
N -0.18389 1.91170 3.85977
C -0.14060 3.34083 3.63662
C -0.75282 4.12776 4.63449
S -1.12206 3.19445 6.01795
C 0.54648 3.83993 2.42096
C 0.49290 5.19392 2.11193
S 1.76060 5.53216 0.98188
C 1.99848 3.83301 0.72185
N 1.35411 2.99954 1.58528
N 2.95802 3.45459 -0.22559
H -0.73164 -0.26885 5.16008
H -1.37871 0.55335 6.59679
H -0.82735 5.20833 4.53374
H -0.31603 5.85540 2.50580
H 3.19061 4.17729 -0.86781
H 3.71395 2.88553 0.06793
C -1.42513 -3.47602 -4.51350
C -1.97156 -2.12018 -4.92298
Sb -2.79139 -0.99385 -3.14868
C -1.96876 1.02538 -3.36724
C -2.98807 2.15338 -3.58028
C -3.10996 -1.63999 -0.94760
C -4.38379 -1.24067 -0.19439
H -0.85500 -3.55927 -3.58776
H -0.81703 -3.94537 -5.38370
H -2.29463 -4.18259 -4.43641
H -2.76219 -2.18454 -5.61987
H -1.26564 -1.32915 -5.22543
H -1.25938 0.94832 -4.23161
H -1.31429 1.07012 -2.47045
H -3.58094 1.88263 -4.46508
H -2.54965 3.16245 -3.69325
H -3.68138 2.11018 -2.72918
H -2.22437 -1.18033 -0.56308
H -2.89204 -2.75595 -0.99241
H -4.65729 -1.99738 0.50758
H -5.26074 -1.05435 -0.89960
H -4.24377 -0.30197 0.38073
*
```

Computed properties:
- relative energy (zero: lowest compared OMol25 entry of this formula, charge and spin) (kcal/mol) = 145.7
- Kohn-Sham gap (spin up / spin down) (eV) = 4.3 / 2.8

Mulliken atomic charge list, values in e, 4 entries: atom 1 (Ba): 1.14, atom 2 (O): -0.52, atom 3 (C): -0.79, atom 4 (C): -0.51

=====

C19H30BrF9ILiN5O8S | wB97M-V/def2-TZVPD

```
! RIJCOSX wB97M-V def2-TZVPD def2/J DEFGRID3
* xyz -1 1
C -2.72825 -1.10475 -3.03461
C -1.50056 -0.95931 -2.62635
N -0.38132 -1.32756 -3.43953
C -0.85570 -2.40244 -4.16379
N -0.67982 -3.57356 -3.57989
N -1.43543 -2.27256 -5.37639
C -0.56449 -1.42405 -6.25296
C 0.72896 -0.99478 -5.54753
C 0.43490 -0.33918 -4.17962
C 1.81949 -0.23101 -3.45286
C 1.66953 -0.25352 -1.92565
C 2.84712 0.52464 -1.29541
I 2.22740 1.18490 0.69699
S -0.26827 1.32383 -4.40936
O 0.50082 1.96430 -5.45016
O -1.64034 1.30385 -4.82549
C 0.03329 2.40560 -2.94924
F -0.47282 1.85257 -1.83085
F 1.32295 2.49310 -2.72020
C -0.54717 3.85179 -2.96443
F 0.13075 4.54555 -2.07042
F -1.81538 3.74609 -2.43525
C -0.63509 4.71321 -4.24213
F -1.40576 4.20425 -5.18974
F -1.29762 5.82665 -3.84596
C 0.71942 5.20199 -4.88480
F 0.83055 4.80801 -6.13264
F 0.71082 6.53581 -4.91870
F 1.79090 4.83093 -4.19913
H -2.99641 -1.30183 -4.05683
H -3.55684 -1.01773 -2.34972
H -1.32204 -0.66063 -1.60126
H -1.43869 -4.26135 -3.45859
H 0.23603 -3.74412 -3.20015
H -1.56415 -3.21186 -5.73069
H -1.13801 -0.54631 -6.54189
H -0.30359 -1.99065 -7.14427
H 1.22372 -0.30807 -6.23388
H 1.42270 -1.82324 -5.42593
H 2.47352 -1.04683 -3.75764
H 2.31745 0.67305 -3.80827
H 0.71413 0.14280 -1.59171
H 1.71962 -1.27653 -1.55583
H 3.14204 1.35099 -1.94710
H 3.70945 -0.14329 -1.28761
Br 1.70376 0.78858 3.61452
C 2.07914 1.24560 8.51583
C 1.18012 0.14708 7.95348
C 1.12410 -1.11806 8.82218
O 2.27847 -1.95373 8.76144
C 3.37105 -1.50863 9.53019
N 1.60905 -0.14414 6.58010
H 3.13800 1.05642 8.33055
H 1.83851 2.19750 8.04247
H 1.93097 1.36431 9.59338
H 0.16296 0.54763 7.91543
H 0.30270 -1.73561 8.45465
H 0.88976 -0.87377 9.86822
H 3.04644 -1.03381 10.46209
H 3.99592 -0.81830 8.95749
H 3.98295 -2.37954 9.77713
H 0.94680 -0.78598 6.15420
H 2.47153 -0.68123 6.63624
Li -2.87297 3.65196 -0.56836
N -2.72991 1.34751 7.17776
O -2.39414 1.22245 8.37843
O -2.67885 0.36558 6.41293
O -3.12716 2.45468 6.75395
C -4.03340 -4.47822 -0.65440
C -3.49310 -4.15411 -2.05100
O -2.27328 -4.41327 -2.26938
O -4.30041 -3.65770 -2.86440
H -3.25932 -4.90435 -0.01869
H -4.40927 -3.56901 -0.18300
H -4.85326 -5.19278 -0.73399
*
```

Computed properties:
- relative energy (zero: lowest compared OMol25 entry of this formula, charge and spin) (kcal/mol) = 17.3
- Kohn-Sham gap (eV) = 2.2

Mulliken atomic charge list, values in e, 4 entries: atom 1 (C): -1.31, atom 2 (C): -0.09, atom 3 (N): 0.93, atom 4 (C): -0.74

=====

C19H30BrO25PS5 | wB97M-V/def2-TZVPD

```
! RIJCOSX wB97M-V def2-TZVPD def2/J DEFGRID3
* xyz 0 1
C 0.35168 1.70772 -10.40192
C 0.44992 2.19418 -9.06424
C 0.67327 2.35606 -7.44534
C 0.57090 3.88789 -6.86957
O 0.57975 5.08037 -7.48153
O 0.50103 3.68117 -5.38508
C -0.56621 2.64601 -5.23160
C -0.44798 1.98808 -3.73468
C -0.55030 0.32930 -3.72112
O 0.80436 -0.16163 -4.04384
C 0.79832 -1.65068 -4.07783
O -0.31623 -2.38932 -3.90351
C -0.54052 1.69022 -6.56331
P -2.33623 1.79590 -7.20469
O -2.64133 0.55003 -8.42764
Br -2.68192 3.75458 -8.33925
H 0.31263 1.15859 -11.46110
H 1.72688 1.94053 -7.14765
H -1.64979 3.08905 -5.25320
H -1.29607 2.42696 -3.05599
H 0.59360 2.34621 -3.29206
H -1.34073 -0.06867 -4.52139
H -0.87796 -0.05543 -2.65703
H 1.81963 -2.21675 -4.30189
H -0.23374 0.56390 -6.48292
H -1.81674 -0.02838 -8.48075
O 0.90064 2.44961 1.71462
S 0.35772 3.04882 0.51574
O -0.90711 2.65306 -0.05870
O 1.49887 2.98393 -0.64678
C 1.79236 4.30462 -1.09938
C 1.50957 5.21619 0.09175
O 0.35016 4.66774 0.71443
H 1.12626 4.53330 -1.93757
H 2.83144 4.37134 -1.43275
H 1.33251 6.25157 -0.20893
H 2.32976 5.18321 0.81669
O 3.17361 -0.13107 7.26457
S 1.98476 -0.46152 6.51053
O 0.96946 -1.36587 6.99808
O 2.44449 -0.94959 5.02448
C 1.84611 -0.10714 4.04091
C 1.64931 1.24284 4.72541
O 1.26322 0.93081 6.06195
H 0.88564 -0.54737 3.75414
H 2.48917 -0.03338 3.15982
H 0.88523 1.85090 4.23529
H 2.58882 1.80397 4.76760
O 3.91997 -1.73883 -4.76845
S 5.31407 -1.94768 -4.44593
O 6.39060 -1.59676 -5.34278
O 5.50335 -3.50164 -3.99062
C 6.03267 -3.54821 -2.66667
C 5.54429 -2.27175 -1.98707
O 5.60848 -1.26469 -2.99429
H 7.12508 -3.56410 -2.73698
H 5.68900 -4.44837 -2.15008
H 6.15907 -1.99648 -1.12681
H 4.49993 -2.36795 -1.67182
O -3.16069 -5.71814 4.64569
S -2.74762 -4.43787 5.17616
O -3.23751 -3.17890 4.66489
O -1.11793 -4.39441 5.18834
C -0.65790 -4.17761 6.52122
C -1.73274 -4.77446 7.42578
O -2.97058 -4.46050 6.79177
H -0.56547 -3.09811 6.67828
H 0.31636 -4.65085 6.67005
H -1.70202 -4.36218 8.43714
H -1.64551 -5.86502 7.47481
O -6.57424 1.84914 6.12980
S -6.56335 0.62593 6.90102
O -6.91392 0.57515 8.30135
O -5.11049 -0.08684 6.70339
C -5.29159 -1.39259 6.15803
C -6.58239 -1.32026 5.34667
O -7.45390 -0.48519 6.10556
H -5.38758 -2.09857 6.98925
H -4.43213 -1.67128 5.54245
H -7.03113 -2.30395 5.18931
H -6.41240 -0.83889 4.37780
*
```

Computed properties:
- Kohn-Sham gap (eV) = 8.9
- structure (SMILES) = C#C[C@H]1C(=O)O[C@H](CCOC=O)[C@H]1P(O)Br.O=S1(=O)OCCO1.O=S1(=O)OCCO1.O=S1(=O)OCCO1.O=S1(=O)OCCO1.O=S1(=O)OCCO1

Mulliken atomic charge list, values in e, 4 entries: atom 1 (C): -0.58, atom 2 (C): -0.43, atom 3 (C): 0.54, atom 4 (C): 0.29

=====

C19H30Cl2CrN3O3 | wB97M-V/def2-TZVPD

```
! RIJCOSX wB97M-V def2-TZVPD def2/J DEFGRID3
* xyz -1 5
O -2.03732 0.93022 -0.05360
C -1.71091 1.00396 -1.21794
C -1.89252 0.02592 -2.30051
C -1.80479 -1.37414 -2.19897
H -1.12347 -1.79075 -1.44967
C -2.56548 -2.17741 -3.05479
H -2.54829 -3.26999 -2.92419
C -3.33137 -1.59384 -4.08086
H -3.95095 -2.22721 -4.73027
C -3.31539 -0.20120 -4.24849
H -3.88882 0.24616 -5.06276
C -2.57992 0.58721 -3.38093
H -2.57714 1.67482 -3.50922
H -1.00192 1.87739 -1.62906
C 1.35827 2.25324 -1.18657
C 1.06634 0.79091 -1.25400
H 1.26576 2.64742 -2.21724
H 2.37253 2.36950 -0.74111
H 0.63556 2.81072 -0.56421
C 1.34152 -0.06754 -2.32589
C 2.28932 0.34743 -3.42708
H 0.72125 -0.96336 -2.65091
H 1.69598 0.54151 -4.32844
H 2.94400 -0.49774 -3.61667
H 2.88841 1.22605 -3.14454
Cr 2.13815 -0.15501 -0.11225
Cl 1.24500 -2.21599 -0.42162
Cl 4.20338 0.18271 -0.59367
H -4.11525 -2.45504 1.57657
H -2.27752 -3.89948 2.54994
C -3.36480 -2.14641 0.83688
C -1.52973 -3.40295 1.90581
N -2.04103 -2.13072 1.42632
H -3.59238 -1.14194 0.47683
C -1.54931 -0.97168 1.94795
O -0.42337 -0.83136 2.44237
H -0.59648 -3.23134 2.46606
H -2.24463 -0.13794 1.84257
H -3.39160 -2.84489 -0.00304
H -1.32448 -4.07117 1.05682
H 2.36866 3.58252 3.89543
H -0.27394 3.78930 4.32742
C 2.04516 3.66932 2.83763
C -0.38515 3.72334 3.24466
N 0.74331 3.02562 2.66484
H 2.78669 3.19850 2.18323
C 0.65629 1.87830 1.97646
O 1.62263 1.36434 1.37278
H -1.29954 3.19844 3.00274
H -0.33647 1.42120 1.97478
H 1.94338 4.75088 2.60257
H -0.42976 4.74281 2.85809
C 4.47946 -2.62026 2.74040
C 3.56033 -1.82414 2.00083
N 2.89369 -1.11552 1.39437
H 5.32257 -2.90361 2.08837
H 4.03271 -3.54434 3.14347
H 4.88342 -2.05279 3.59232
*
```

Computed properties:
- relative energy (zero: lowest compared OMol25 entry of this formula, charge and spin) (kcal/mol) = 29.2
- Kohn-Sham gap (spin up / spin down) (eV) = 3.9 / 6.0

Mulliken atomic charge list, values in e, 4 entries: atom 1 (O): -0.51, atom 2 (C): -0.27, atom 3 (C): 0.82, atom 4 (C): 0.18

=====

C19H30ClN3O4P2 | wB97M-V/def2-TZVPD

```
! RIJCOSX wB97M-V def2-TZVPD def2/J DEFGRID3
* xyz 0 1
C 6.02888 1.60568 -0.98414
C 5.83808 0.77092 -2.27031
C 4.55049 -0.07741 -2.29813
C 3.36494 0.73757 -1.78557
C 3.15673 1.97611 -2.40329
C 2.12417 2.76667 -1.94682
C 1.29224 2.36686 -0.89931
C 1.47621 1.12493 -0.32090
C 2.52303 0.29407 -0.75934
P 2.83053 -1.36424 -0.02337
O 1.56421 -2.24842 -0.58063
Cl 2.50854 -1.06125 2.02154
C 0.22259 3.31585 -0.44440
O -0.74167 2.95011 0.17263
C 0.46178 4.75335 -0.77564
C 1.25367 5.14394 -1.76902
C 1.89623 4.09876 -2.61192
O 2.19340 4.27038 -3.76677
H 7.05169 1.46734 -0.62405
H 5.37570 1.31529 -0.16092
H 5.94411 2.67514 -1.17616
H 5.84815 1.45907 -3.11776
H 6.70314 0.11732 -2.38891
H 4.35144 -0.41457 -3.31832
H 4.70084 -0.96193 -1.68178
H 3.79668 2.29960 -3.21119
H 0.81665 0.78417 0.47306
H 1.06300 -1.76542 -1.25145
H -0.01709 5.49711 -0.14808
H 1.44769 6.18039 -2.01317
C -1.48551 -3.47006 1.13694
N -1.58359 -2.16674 1.75025
C -0.53336 -1.89922 2.71761
P -2.64914 -0.86065 1.44729
O -1.70110 0.05390 0.71140
N -3.81029 -1.01190 0.16650
C -4.18284 -2.24820 -0.49644
C -3.79974 0.06850 -0.82302
N -3.76931 -1.42440 2.60080
C -4.02234 -2.78649 3.01609
C -4.85962 -0.49186 2.90245
H -1.49951 -4.25618 1.90566
H -0.55915 -3.58255 0.56152
H -2.31631 -3.69339 0.47285
H -0.90835 -1.98387 3.75011
H -0.13165 -0.89489 2.58687
H 0.29701 -2.59162 2.60503
H -3.33054 -2.72978 -0.99061
H -4.92010 -2.04993 -1.27611
H -4.67388 -2.95278 0.17687
H -3.02286 -0.07479 -1.58453
H -3.64103 1.03477 -0.35305
H -4.76905 0.11968 -1.32628
H -4.10262 -3.49067 2.18748
H -4.96402 -2.84035 3.56220
H -3.24789 -3.15224 3.69610
H -5.70158 -0.62021 2.21283
H -4.51534 0.54044 2.82338
H -5.22234 -0.62194 3.92399
*
```

Computed properties:
- Kohn-Sham gap (eV) = 7.0
- structure (SMILES) = CCCc1cc2c(cc1P(O)Cl)C(=O)C=CC2=O.CN(C)P(=O)(N(C)C)N(C)C

Mulliken atomic charge list, values in e, 4 entries: atom 1 (C): -0.99, atom 2 (C): -0.59, atom 3 (C): -1.34, atom 4 (C): 0.78

=====

C19H30ClNO4 | wB97M-V/def2-TZVPD

```
! RIJCOSX wB97M-V def2-TZVPD def2/J DEFGRID3
* xyz 0 1
C -3.66633 -1.89352 3.19674
C -4.56459 -0.77834 2.49384
C -4.06050 -0.47220 1.01039
Cl -4.46599 -1.87422 -0.07258
C -2.49799 -0.25602 1.13318
C -1.53825 -1.26032 0.70606
C -0.10825 -0.97016 0.90887
C 0.36976 0.27459 1.52360
C -0.63657 1.24272 1.90159
C -2.07478 1.01056 1.73432
C -2.91596 2.21643 2.25335
O -4.09496 2.40844 2.22554
N -1.88301 3.06843 2.81498
C -0.52182 2.66200 2.52588
O 0.44519 3.33918 2.70811
H -3.47656 -2.69767 2.43782
H -2.67376 -1.50007 3.52410
H -4.20000 -2.25451 4.10915
H -5.65354 -1.03832 2.51656
H -4.37028 0.15862 3.08823
H -4.50627 0.48069 0.61839
H -1.86538 -2.21962 0.24096
H 0.62195 -1.75774 0.61037
H 1.44559 0.48120 1.69798
H -2.11230 3.16383 3.80982
C -2.22623 -1.47840 -5.23954
C -2.86519 -0.97686 -3.95529
O -1.96347 -0.90391 -2.86305
C -0.84444 -0.04608 -3.02292
C -1.22009 1.40583 -3.26415
H -1.77506 -2.46072 -5.08406
H -2.97616 -1.55813 -6.02911
H -1.43988 -0.80890 -5.59310
H -3.65129 -1.67284 -3.65785
H -3.35158 -0.00810 -4.11138
H -0.19080 -0.42119 -3.81761
H -0.27338 -0.11290 -2.09473
H -1.78098 1.53402 -4.19167
H -0.32160 2.02292 -3.32938
H -1.84373 1.77977 -2.44877
C 4.36721 0.49337 -0.63671
C 4.83498 1.10826 0.67169
O 5.09294 0.15222 1.68779
C 6.09511 -0.81254 1.40519
C 7.46250 -0.20867 1.13457
H 3.46956 -0.10855 -0.47650
H 4.13943 1.27605 -1.36306
H 5.12437 -0.15859 -1.07603
H 4.04846 1.76022 1.05609
H 5.71359 1.74261 0.51503
H 5.77807 -1.45569 0.57760
H 6.15991 -1.45234 2.28672
H 7.45904 0.43013 0.24965
H 8.19907 -0.99832 0.97330
H 7.78424 0.40334 1.98002
*
```

Computed properties:
- relative energy (zero: lowest compared OMol25 entry of this formula, charge and spin) (kcal/mol) = 42.6
- Kohn-Sham gap (eV) = 9.0
- structure (SMILES) = CC[C@H](Cl)c1cccc2c1C(=O)NC2=O.CCOCC.CCOCC

Mulliken atomic charge list, values in e, 4 entries: atom 1 (C): -0.91, atom 2 (C): -0.47, atom 3 (C): 0.07, atom 4 (Cl): -0.21

=====

Calculated total energy for every record listed, in sequence, given in eV: -99284.5024, -157651.6638, -204870.6269, -84267.4729, -63949.0011, -42390.6347.